Entry 1:
Density functional theory data (the ωB97M-V functional and the def2-TZVPD basis) for a structure of composition C47H49ClNOPS3SnTe.

```
105
Properties=species:S:1:pos:R:3
Sn 1.81 -0.06 -0.36
C 3.71 -1.34 4.31
C 2.75 -0.17 4.29
S 2.62 0.68 2.69
C 4.26 1.43 2.42
C 5.47 0.55 2.12
S 5.25 -0.57 0.70
C 5.97 -2.16 1.21
C 5.45 -2.67 2.53
S 3.68 -2.26 2.74
H 3.43 -2.03 5.11
H 4.74 -1.02 4.48
H 3.03 0.56 5.04
H 1.73 -0.49 4.47
H 4.48 2.03 3.31
H 4.08 2.12 1.59
H 5.78 -0.04 2.98
H 6.30 1.21 1.86
H 7.06 -2.08 1.22
H 5.69 -2.82 0.40
H 5.98 -2.26 3.39
H 5.55 -3.76 2.57
Cl 3.78 -0.31 -2.63
C 3.10 0.01 -4.20
C 3.82 -0.32 -5.33
C 3.27 -0.05 -6.58
C 2.03 0.55 -6.68
C 1.31 0.87 -5.53
C 1.84 0.60 -4.27
P 0.91 1.05 -2.77
C 1.15 2.84 -2.64
C 0.19 3.63 -2.00
C 0.40 4.99 -1.86
C 1.56 5.57 -2.35
C 2.52 4.79 -2.98
C 2.33 3.42 -3.12
C -0.82 0.73 -3.23
C -1.25 -0.59 -3.09
C -2.53 -0.96 -3.48
C -3.38 0.01 -4.01
C -2.95 1.32 -4.15
C -1.67 1.69 -3.76
H 4.80 -0.78 -5.25
H 3.82 -0.31 -7.47
H 1.60 0.78 -7.65
H 0.34 1.34 -5.61
H -0.72 3.18 -1.65
H -0.35 5.60 -1.37
H 1.71 6.63 -2.25
H 3.42 5.25 -3.38
H 3.08 2.81 -3.61
H -0.55 -1.33 -2.72
H -2.86 -1.98 -3.39
H -4.37 -0.28 -4.33
H -3.62 2.06 -4.58
H -1.34 2.71 -3.89
C -6.55 -4.50 0.13
C -5.30 -3.68 0.16
C -4.19 -4.01 -0.62
C -3.02 -3.28 -0.55
C -1.84 -3.71 -1.39
C -2.96 -2.18 0.32
Te -1.04 -1.26 0.44
N -1.71 0.58 0.39
C -0.85 1.57 0.47
O 0.44 1.49 0.31
C -1.44 2.89 0.80
C -2.78 3.16 0.49
C -3.35 4.34 0.92
C -2.61 5.24 1.68
C -1.28 4.98 1.97
C -0.69 3.81 1.52
C -0.75 -1.36 2.55
C -0.92 -0.23 3.33
C -0.84 -0.34 4.71
C -0.58 -1.57 5.30
C -0.37 -2.69 4.50
C -0.45 -2.61 3.11
C -0.26 -3.83 2.25
C -4.06 -1.81 1.12
C -4.11 -0.69 2.13
C -5.21 -2.58 1.00
H -6.53 -5.27 -0.62
H -7.42 -3.86 -0.03
H -6.71 -4.97 1.10
H -4.25 -4.86 -1.28
H -2.16 -4.40 -2.17
H -1.09 -4.23 -0.79
H -1.37 -2.85 -1.88
H -3.34 2.44 -0.08
H -4.38 4.56 0.66
H -3.08 6.15 2.04
H -0.70 5.69 2.54
H 0.36 3.60 1.73
H -1.13 0.73 2.89
H -1.00 0.54 5.33
H -0.54 -1.66 6.37
H -0.17 -3.65 4.96
H 0.00 -4.70 2.86
H 0.53 -3.69 1.52
H -1.19 -4.08 1.73
H -3.30 0.02 2.03
H -4.10 -1.10 3.14
H -5.05 -0.15 2.02
H -6.06 -2.31 1.61
```

Properties
- HOMO energy (spin up / spin down): -15.38 / -15.38 eV
- Lowest unoccupied orbital energy (spin up / spin down): -9.03 / -11.28 eV
- Gap between HOMO and LUMO (spin up / spin down): 6.35 / 4.10 eV
- Energy above the lowest of the compared OMol25 structures with the same formula, charge and spin: 0.895 eV
- Net charge: +3
- 2S+1: 2

Löwdin population analysis, charges in e, atoms 1 to 6: number 1, Sn, carries 1.0376; number 2, C, carries -0.4384; number 3, C, carries -0.4685; number 4, S, carries 0.7858; number 5, C, carries -0.4737; number 6, C, carries -0.4628

---

Entry 2:
Density functional theory data (the ωB97M-V functional and the def2-TZVPD basis) for a structure of composition C3H3FInO2.

```
10
Properties=species:S:1:pos:R:3
H 0.18 1.95 0.03
F 1.54 -1.22 -0.89
O 0.66 -0.17 0.93
O -0.87 0.25 -0.56
C 1.40 -0.02 -0.30
C 0.37 0.91 -0.93
C -0.38 0.63 0.65
H 2.38 0.42 -0.09
H 0.34 1.16 -1.99
In -2.84 -0.02 0.80
```

Properties
- HOMO energy (spin up / spin down): -21.12 / -21.23 eV
- Lowest unoccupied orbital energy (spin up / spin down): -11.20 / -14.53 eV
- Gap between HOMO and LUMO (spin up / spin down): 9.92 / 6.70 eV
- Energy above the lowest of the compared OMol25 structures with the same formula, charge and spin: 2.303 eV
- Net charge: +2
- 2S+1: 2

Löwdin population analysis, charges in e, atoms 1 to 6: number 1, H, carries 0.3041; number 2, F, carries 0.1742; number 3, O, carries 0.1242; number 4, O, carries -0.2073; number 5, C, carries -0.2081; number 6, C, carries 0.0833

---

Entry 3:
Density functional theory data (the ωB97M-V functional and the def2-TZVPD basis) for a cluster of 2 separate species, C6H8F2IN in total.

```
18
Properties=species:S:1:pos:R:3
C 0.21 -0.52 -0.76
C -1.13 -0.36 -0.41
C 1.00 -1.63 -0.83
C -2.37 1.39 0.95
C -1.59 1.05 -0.36
C 2.67 -0.45 0.58
N 1.42 -2.63 -1.40
F 3.52 -1.33 1.10
F 1.91 0.10 1.57
I 3.56 1.04 -0.70
H 0.85 0.30 -0.91
H -1.62 -1.17 0.15
H -1.56 1.37 1.75
H -2.84 2.43 0.80
H -3.21 0.65 1.12
H -2.20 1.36 -1.14
H -0.71 1.61 -0.42
H 2.09 -3.22 -1.08
```

Properties
- HOMO energy (spin up / spin down): -7.89 / -7.25 eV
- Lowest unoccupied orbital energy (spin up / spin down): -0.51 / -0.81 eV
- Gap between HOMO and LUMO (spin up / spin down): 7.39 / 6.44 eV
- Energy above the lowest of the compared OMol25 structures with the same formula, charge and spin: 2.678 eV

Löwdin population analysis, charges in e, atoms 1 to 6: number 1, C, carries -0.1513; number 2, C, carries -0.0398; number 3, C, carries -0.1471; number 4, C, carries -0.0986; number 5, C, carries -0.2770; number 6, C, carries -0.8316

---

Entry 4:
Density functional theory data (the ωB97M-V functional and the def2-TZVPD basis) for an isolated molecule of C3H4O2.

```
9
Properties=species:S:1:pos:R:3
C 0.06 -0.71 0.91
C -0.16 -1.10 -0.37
O 0.09 -0.05 -1.20
C 0.05 1.08 -0.34
O 0.31 0.64 1.00
H 0.10 -1.34 1.88
H -0.57 -1.94 -1.01
H -0.85 1.72 -0.25
H 0.98 1.71 -0.63
```

Properties
- HOMO energy: -8.12 eV
- Lowest unoccupied orbital energy: 1.03 eV
- Structure (SMILES): C1=COCO1
- Gap between HOMO and LUMO: 9.16 eV
- Energy above the lowest of the compared OMol25 structures with the same formula, charge and spin: 2.241 eV

Löwdin population analysis, charges in e, atoms 1 to 6: number 1, C, carries -0.1256; number 2, C, carries -0.1313; number 3, O, carries -0.0719; number 4, C, carries -0.1769; number 5, O, carries -0.0742; number 6, H, carries 0.1471

---

Entry 5:
Density functional theory data (the ωB97M-V functional and the def2-TZVPD basis) for a structure of composition C34H38MoN7O2S.

```
83
Properties=species:S:1:pos:R:3
Mo 0.39 -0.56 -0.52
C -1.02 3.15 0.63
N -0.92 1.85 1.30
C -0.07 1.97 2.49
C 1.39 2.23 2.12
C 2.34 1.24 2.77
N 2.21 -0.04 2.10
C 2.75 -1.05 2.64
C 2.89 -2.35 1.98
C 3.69 -3.34 2.56
C 3.97 -4.51 1.89
C 3.45 -4.73 0.62
C 2.63 -3.78 0.04
C 2.32 -2.61 0.72
O 1.48 -1.72 0.18
C -2.26 1.40 1.68
C -2.39 -0.11 1.83
C -2.77 -0.81 0.53
N -1.64 -1.02 -0.32
C -1.82 -1.42 -1.71
C -2.11 -0.17 -2.59
C -3.05 -0.10 -3.61
C -3.16 1.04 -4.39
C -2.36 2.14 -4.15
C -1.43 2.10 -3.12
C -1.28 0.95 -2.37
O -0.33 0.81 -1.44
H -1.55 3.88 1.26
H -1.55 3.03 -0.31
H -0.02 3.55 0.42
H -0.14 1.03 3.04
H -0.44 2.77 3.15
H 1.69 3.25 2.35
H 1.49 2.07 1.04
H 2.16 1.16 3.85
H 3.37 1.59 2.64
H 3.24 -0.97 3.62
H 4.12 -3.15 3.54
H 4.60 -5.26 2.35
H 3.70 -5.63 0.08
H 2.21 -3.94 -0.95
H -2.96 1.74 0.92
H -2.55 1.89 2.63
H -3.17 -0.32 2.57
H -1.45 -0.55 2.19
H -3.55 -0.23 0.01
H -3.22 -1.78 0.78
H -0.33 -2.95 -1.65
H -3.69 -0.95 -3.82
H -3.87 1.06 -5.21
H -2.45 3.03 -4.76
H -0.77 2.94 -2.92
C 5.26 1.76 -2.35
C 4.16 2.23 -1.66
C 2.99 1.49 -1.65
C 2.91 0.28 -2.35
C 4.02 -0.17 -3.07
C 5.19 0.56 -3.06
N 1.72 -0.43 -2.30
N 1.33 -1.02 -3.39
C 0.19 -1.69 -3.28
C -0.49 -2.24 -4.40
C -1.67 -2.93 -4.34
C -2.58 -3.21 -3.24
C -2.71 -2.56 -2.06
C -0.38 -1.89 -1.93
H 6.18 2.33 -2.35
H 4.20 3.18 -1.14
H 2.09 1.87 -1.17
H 3.94 -1.10 -3.61
H 6.05 0.21 -3.61
H -0.02 -2.11 -5.37
H -1.99 -3.38 -5.27
H -3.30 -3.99 -3.45
H -3.47 -2.88 -1.36
N -1.25 -3.23 4.04
C -1.55 -3.80 2.86
N -2.67 -4.55 2.81
S -0.62 -3.55 1.50
H -1.69 -3.53 4.89
H -0.36 -2.76 4.12
H -3.17 -4.84 3.63
H -2.86 -5.03 1.94
```

Properties
- HOMO energy (spin up / spin down): -10.19 / -10.28 eV
- Lowest unoccupied orbital energy (spin up / spin down): -2.97 / -4.54 eV
- Gap between HOMO and LUMO (spin up / spin down): 7.22 / 5.74 eV
- Energy above the lowest of the compared OMol25 structures with the same formula, charge and spin: 5.227 eV
- Net charge: +1
- 2S+1: 3

Löwdin population analysis, charges in e, atoms 1 to 6: number 1, Mo, carries 1.8688; number 2, C, carries -0.0809; number 3, N, carries -0.2341; number 4, C, carries -0.2098; number 5, C, carries -0.1846; number 6, C, carries -0.2308

---

Entry 6:
Density functional theory data (the ωB97M-V functional and the def2-TZVPD basis) for a structure of composition C30H46BrCsIN6O2.

```
87
Properties=species:S:1:pos:R:3
Cs -0.18 -0.64 -0.61
C 4.29 -0.76 -1.10
C 3.24 -0.22 -2.03
C 3.07 1.16 -2.21
C 3.97 2.10 -1.46
C 2.08 1.62 -3.09
C 1.88 3.09 -3.35
C 1.28 0.70 -3.79
C 0.17 1.21 -4.67
C 1.50 -0.67 -3.65
C 0.73 -1.66 -4.49
C 2.45 -1.13 -2.74
C 2.62 -2.60 -2.47
H 3.85 -1.21 -0.20
H 4.99 0.00 -0.76
H 4.87 -1.55 -1.58
H 5.00 2.02 -1.80
H 3.98 1.88 -0.39
H 3.68 3.14 -1.56
H 1.09 3.51 -2.72
H 1.59 3.28 -4.39
H 2.78 3.67 -3.18
H -0.64 0.49 -4.77
H 0.52 1.44 -5.68
H -0.27 2.13 -4.28
H -0.14 -2.08 -3.97
H 1.35 -2.50 -4.79
H 0.36 -1.21 -5.41
H 1.79 -3.19 -2.86
H 2.70 -2.81 -1.40
H 3.54 -3.00 -2.92
C -4.23 0.66 5.10
N -2.90 0.08 5.03
C -2.56 -0.86 6.09
C -1.20 -1.38 5.67
N -1.26 -1.20 4.22
C -0.16 -1.34 3.39
C -2.24 -0.23 3.87
N -2.29 0.15 2.67
C -3.17 1.21 2.21
C -3.01 1.44 0.71
N -1.72 1.98 0.33
C -1.47 3.24 0.37
N -0.21 3.72 0.01
C 0.92 2.84 0.14
C -0.06 5.08 0.48
C -1.50 5.56 0.45
N -2.23 4.34 0.77
C -3.67 4.44 0.70
H -4.40 1.01 6.12
H -5.01 -0.07 4.86
H -4.33 1.51 4.44
H -3.30 -1.67 6.14
H -2.54 -0.35 7.06
H -1.06 -2.43 5.94
H -0.39 -0.79 6.10
H 0.79 -1.47 3.90
H -0.17 -0.57 2.62
H -1.24 -2.74 2.40
H -2.96 2.14 2.75
H -4.23 0.97 2.37
H -3.85 2.03 0.34
H -3.13 0.46 0.23
H 1.18 2.66 1.19
H 1.78 3.25 -0.37
H 0.66 1.90 -0.33
H 0.60 5.66 -0.17
H 0.33 5.11 1.51
H -1.77 5.93 -0.55
H -1.71 6.34 1.18
H -3.94 5.44 1.02
H -4.16 3.75 1.39
H -4.06 4.28 -0.31
O -0.29 -2.62 2.58
O 0.32 -2.43 1.29
Br -0.96 -6.41 -3.96
C 0.19 -6.25 -2.48
C 1.26 -7.12 -2.38
C 2.15 -7.03 -1.32
C 1.96 -6.06 -0.34
C 0.89 -5.18 -0.43
C 0.00 -5.28 -1.50
I -1.56 -3.91 -1.58
H 1.40 -7.87 -3.15
H 2.98 -7.72 -1.26
H 2.65 -5.98 0.49
H 0.74 -4.42 0.33
```

Properties
- HOMO energy: -10.60 eV
- Lowest unoccupied orbital energy: -1.97 eV
- Gap between HOMO and LUMO: 8.62 eV
- Energy above the lowest of the compared OMol25 structures with the same formula, charge and spin: 3.749 eV
- Net charge: +1

Löwdin population analysis, charges in e, atoms 1 to 6: number 1, Cs, carries 1.0319; number 2, C, carries -0.0288; number 3, C, carries -0.2060; number 4, C, carries -0.1837; number 5, C, carries -0.0502; number 6, C, carries -0.1811

---

Entry 7:
Density functional theory data (the ωB97M-V functional and the def2-TZVPD basis) for a cluster of 2 separate species, F2NO in total.

```
4
Properties=species:S:1:pos:R:3
N -0.26 0.02 0.06
O -0.73 -1.00 -0.03
F -0.70 1.18 -0.05
F 1.69 -0.20 0.02
```

Properties
- HOMO energy (spin up / spin down): -21.33 / -22.11 eV
- Lowest unoccupied orbital energy (spin up / spin down): -10.59 / -11.81 eV
- Gap between HOMO and LUMO (spin up / spin down): 10.74 / 10.30 eV
- Energy above the lowest of the compared OMol25 structures with the same formula, charge and spin: 2.515 eV
- Net charge: +1

From a Löwdin analysis of the wavefunction, the atomic charges in e read: number 1, N, carries 0.0677; number 2, O, carries 0.4790; number 3, F, carries 0.3640; number 4, F, carries 0.0893

---

Entry 8:
Density functional theory data (the ωB97M-V functional and the def2-TZVPD basis) for a cluster of 6 separate species, C27H48NO18 in total.

```
94
Properties=species:S:1:pos:R:3
C -4.18 6.39 1.83
O -3.53 6.55 0.55
C -3.12 5.41 -0.02
O -3.35 5.12 -1.14
C -2.29 4.52 0.86
C -1.11 5.05 1.39
C -0.33 4.25 2.21
N -0.72 3.00 2.48
C -1.83 2.45 1.98
C -2.65 3.21 1.16
O -3.79 2.67 0.63
H -4.97 7.12 1.86
H -3.50 6.57 2.66
H -4.63 5.41 1.94
H -0.82 6.06 1.17
H 0.59 4.61 2.62
H -0.14 2.44 3.10
H -2.11 1.44 2.24
H -4.36 2.38 1.35
C -2.12 2.99 -2.94
C -1.50 1.61 -2.85
O -0.81 1.25 -4.05
C 0.40 1.80 -4.19
O 0.93 2.55 -3.41
O 0.91 1.39 -5.35
C 2.18 1.96 -5.68
H -2.77 3.07 -3.81
H -2.71 3.18 -2.05
H -1.36 3.76 -3.02
H -2.27 0.86 -2.73
H -0.82 1.53 -2.00
H 2.89 1.83 -4.87
H 2.07 3.02 -5.91
H 2.54 1.43 -6.56
C -0.11 0.48 7.74
C -0.91 1.67 7.26
O -1.73 1.34 6.12
C -2.85 0.67 6.41
O -3.23 0.36 7.50
O -3.48 0.41 5.25
C -4.67 -0.37 5.39
H 0.48 0.06 6.92
H 0.57 0.78 8.54
H -0.76 -0.31 8.12
H -0.25 2.46 6.92
H -1.53 2.08 8.06
H -5.35 0.07 6.12
H -4.42 -1.39 5.69
H -5.15 -0.39 4.42
C 0.37 -2.60 -4.41
C 1.03 -1.55 -3.53
O 0.85 -1.84 -2.13
C 1.65 -2.79 -1.64
O 2.50 -3.38 -2.24
O 1.33 -2.96 -0.35
C 2.07 -4.01 0.29
H -0.68 -2.71 -4.14
H 0.44 -2.30 -5.45
H 0.85 -3.57 -4.29
H 0.57 -0.59 -3.70
H 2.10 -1.45 -3.76
H 3.14 -3.87 0.16
H 1.76 -4.98 -0.10
H 1.82 -3.96 1.35
C -1.61 -9.43 -6.85
C -1.81 -7.95 -6.64
O -1.34 -7.52 -5.36
C -0.02 -7.37 -5.25
O 0.79 -7.53 -6.13
O 0.26 -7.00 -4.00
C 1.66 -6.86 -3.73
H -2.06 -9.99 -6.03
H -2.06 -9.75 -7.79
H -0.55 -9.69 -6.87
H -2.87 -7.70 -6.66
H -1.33 -7.37 -7.43
H 2.13 -6.20 -4.45
H 2.14 -7.83 -3.73
H 1.74 -6.42 -2.74
C 3.09 1.08 1.89
C 2.90 2.50 2.36
O 3.54 2.74 3.61
C 4.87 2.92 3.54
O 5.52 2.92 2.52
O 5.33 3.10 4.77
C 6.76 3.24 4.85
H 2.77 0.37 2.66
H 2.50 0.89 0.99
H 4.13 0.88 1.67
H 1.84 2.69 2.53
H 3.24 3.22 1.61
H 7.11 4.03 4.18
H 7.25 2.30 4.62
H 6.98 3.52 5.88
```

Properties
- HOMO energy: -11.86 eV
- Lowest unoccupied orbital energy: -4.79 eV
- Gap between HOMO and LUMO: 7.07 eV
- Net charge: +1

Löwdin population analysis, charges in e, atoms 1 to 6: number 1, C, carries -0.0182; number 2, O, carries 0.0001; number 3, C, carries -0.4578; number 4, O, carries 0.2178; number 5, C, carries -0.0172; number 6, C, carries 0.0753

---

Entry 9:
Density functional theory data (the ωB97M-V functional and the def2-TZVPD basis) for the ion C18H14Cl4NO4 with charge -1.

```
41
Properties=species:S:1:pos:R:3
C 3.49 -1.11 -2.58
C 2.03 -1.44 -2.67
O 1.42 -1.02 -1.41
C 0.14 -1.43 -1.29
O -0.36 -2.30 -2.00
C -0.61 -0.85 -0.06
C -1.24 -1.97 0.76
N 0.08 0.15 0.47
C 0.11 0.77 1.61
C 1.15 1.74 2.00
C 0.87 2.59 3.09
C 1.82 3.52 3.51
C 3.06 3.59 2.90
C 3.37 2.72 1.83
C 2.40 1.81 1.37
C -1.95 -0.14 -1.00
Cl -1.03 1.16 -1.77
C -2.49 -1.03 -2.12
O -2.12 -0.94 -3.26
C -3.59 -1.99 -1.73
Cl -3.99 -3.13 -2.94
C -4.41 -1.70 -0.68
Cl -5.90 -2.49 -0.42
C -4.13 -0.53 0.24
O -4.91 -0.24 1.17
C -2.92 0.25 -0.05
Cl -2.70 1.70 0.84
H 3.94 -1.34 -3.54
H 3.65 -0.05 -2.35
H 3.99 -1.70 -1.80
H 1.55 -0.90 -3.51
H 1.89 -2.52 -2.78
H -1.71 -2.65 0.04
H -0.47 -2.50 1.38
H -2.02 -1.53 1.40
H -0.67 0.62 2.40
H -0.08 2.52 3.59
H 1.59 4.20 4.32
H 3.83 4.31 3.21
H 4.34 2.74 1.34
H 2.61 1.12 0.52
```

Properties
- HOMO energy: -3.48 eV
- Lowest unoccupied orbital energy: 2.36 eV
- Structure (SMILES): CCOC(=O)[C@@](C)(/N=C/c1ccccc1)[C@@]1(Cl)C(=O)C(Cl)=C(Cl)C([O-])=C1Cl
- Gap between HOMO and LUMO: 5.84 eV
- Energy above the lowest of the compared OMol25 structures with the same formula, charge and spin: 0.000 eV
- Net charge: -1

Löwdin population analysis, charges in e, atoms 1 to 6: number 1, C, carries -0.0874; number 2, C, carries -0.2060; number 3, O, carries -0.0174; number 4, C, carries -0.4492; number 5, O, carries 0.0731; number 6, C, carries -0.4389

---

Across the entries above, calculated total energy takes the values -4427.87378; -555.61659; -785.42423; -267.11042; -2318.25751; -4541.32191; -329.04955; -2466.48720; -2890.79658 hartree, respectively.
Across the entries above, max |F| takes the values 0.02607; 0.06324; 0.09441; 0.07260; 0.08539; 0.01451; 0.08487; 0.01803; 0.12419 Eh/bohr, respectively.